Formula: C25H50Cl2O15
Source: OMol25
Level of theory: ωB97M-V with the def2-TZVPD basis set

Each line ends with the Mulliken charge.
CARTESIAN COORDINATES (ANGSTROEM)
C  -3.7717  -8.8620  -4.0391  -1.14
C  -3.4642  -8.5324  -2.5788  -0.09
O  -4.4986  -7.6466  -2.1318  -0.34
C  -4.6357  -6.3548  -2.5094  0.79
O  -3.8014  -5.7688  -3.2517  -0.60
O  -5.6491  -5.7601  -1.8126  -0.33
C  -5.9077  -4.3343  -1.7930  -0.65
H  -4.8130  -9.1723  -4.1261  0.29
H  -3.0208  -9.5764  -4.3766  0.38
H  -3.6630  -7.9398  -4.6099  0.30
H  -2.5245  -7.9888  -2.4819  0.22
H  -3.3760  -9.4428  -1.9860  0.32
H  -6.1635  -4.0811  -0.7641  0.25
H  -6.7666  -3.9984  -2.3740  0.27
H  -4.9896  -3.7790  -1.9851  0.32
C  -7.0862  6.2757  6.4139  -1.22
C  -5.6802  6.7015  6.5908  -0.19
O  -5.0445  6.4783  5.3685  -0.27
C  -3.6872  6.5610  5.3898  0.68
O  -3.0217  6.9869  6.3480  -0.57
O  -3.0579  6.2175  4.1945  -0.28
C  -3.8435  5.6020  3.1193  -0.57
H  -7.6989  6.8910  5.7550  0.31
H  -7.5376  6.3906  7.3993  0.38
H  -7.0992  5.2337  6.0942  0.32
H  -5.2078  6.1301  7.3899  0.34
H  -5.6826  7.7684  6.8140  0.28
H  -4.3683  4.7264  3.5013  0.30
H  -3.1114  5.1920  2.4237  0.23
H  -4.4980  6.3502  2.6721  0.25
C  4.0365  -1.5619  -3.7631  -1.09
C  3.6788  -2.6267  -4.8002  -0.23
O  3.7963  -3.8827  -4.1224  -0.24
C  4.7427  -4.7804  -4.4589  0.67
O  5.6152  -4.6414  -5.3002  -0.56
O  4.3890  -5.9945  -3.8524  -0.28
C  5.3260  -7.1343  -3.8751  -0.60
H  4.9537  -1.7733  -3.2135  0.32
H  3.1803  -1.4185  -3.1039  0.25
H  4.2221  -0.6035  -4.2479  0.38
H  4.4317  -2.5515  -5.5848  0.33
H  2.6915  -2.3827  -5.1923  0.27
H  5.6179  -7.2999  -4.9121  0.30
H  4.7766  -7.9674  -3.4366  0.19
H  6.1581  -6.7938  -3.2588  0.29
C  1.4097  5.4035  -1.6336  -1.08
C  1.2097  4.9510  -3.1089  -0.18
O  0.2225  5.6165  -3.8057  -0.34
C  -1.1308  5.5328  -3.4443  0.72
C  -2.0611  6.4440  -4.2439  -1.01
O  -1.5534  4.9701  -2.4313  -0.54
H  1.4817  6.4911  -1.6419  0.32
H  2.3542  4.9766  -1.2965  0.36
H  0.5919  5.1366  -0.9642  0.29
H  2.1183  5.1472  -3.6781  0.28
H  0.9304  3.8974  -3.1045  0.27
H  -1.8502  6.3071  -5.3045  0.32
H  -1.9221  7.5045  -4.0340  0.27
H  -3.1108  6.2288  -4.0443  0.31
C  2.7069  5.2175  3.9190  -1.04
C  3.6711  6.4822  3.8529  -0.31
O  4.9699  6.2300  4.3503  -0.28
C  5.8985  7.2392  4.5213  0.69
C  7.2527  6.7237  4.9877  -0.96
O  5.6740  8.4226  4.4261  -0.54
H  3.3189  4.3732  3.6018  0.30
H  1.8471  5.3186  3.2568  0.34
H  2.3942  5.0778  4.9538  0.29
H  3.6645  6.8421  2.8240  0.29
H  3.1992  7.3382  4.3352  0.34
H  7.7499  6.1616  4.1972  0.27
H  7.1472  6.0098  5.8046  0.30
H  7.8329  7.5996  5.2781  0.30
C  0.5715  -5.4937  -0.8126  -1.15
C  -0.0245  -6.2165  0.4148  -0.14
O  0.9275  -7.0341  1.0504  -0.32
C  1.2227  -8.3031  0.7363  0.73
C  2.2623  -8.8953  1.6264  -0.93
O  0.6664  -9.0192  -0.1446  -0.60
H  -0.1829  -5.0527  -1.4642  0.36
H  1.0180  -6.1617  -1.5493  0.33
H  1.3804  -4.8048  -0.5695  0.34
H  -0.2328  -5.4488  1.1600  0.23
H  -0.9662  -6.7066  0.1677  0.30
H  1.9630  -9.9184  1.8539  0.31
H  2.2408  -8.3819  2.5878  0.32
H  3.2503  -8.8635  1.1671  0.23
Cl  -2.2907  0.0942  -0.3406  -0.14
C  -0.7971  0.9285  0.1226  -0.03
Cl  0.3518  -0.2709  0.8429  -0.16
H  -0.3247  1.3141  -0.7809  0.11
H  -0.9985  1.7360  0.8265  0.22

LUMO   0.0064 Ha
Frontier orbital gap   10.29 eV
Total energy   -3031.50615 Ha
Largest force on an atom   4.25 eV/Å
HOMO level   -10.1163 eV
Spin multiplicity   1
Structure (SMILES)   CCOC(=O)OC.CCOC(=O)OC.CCOC(=O)OC.CCOC(C)=O.CCOC(C)=O.CCOC(C)=O.ClCCl